--- P ---
Computed, not measured: one molecule with the formula C10H12FN, with the ωB97M-V functional and the def2-TZVPD basis.

* frontier orbital gap (alpha / beta): 7.0 / 7.0 eV
* LUMO level (alpha / beta): 0.6 / 0.3 eV

Positions of all 24 atoms, in Å:
F: -1.58 2.42 -0.06
C: 1.83 -0.98 -0.21
C: 2.79 -0.02 -0.06
C: -3.69 0.08 0.23
C: -4.24 -1.34 -0.13
H: 4.31 -1.31 -0.11
H: -1.87 -0.62 0.48
H: -0.23 -1.50 -0.07
C: 1.12 1.73 -0.12
C: 0.12 0.76 0.03
H: -4.87 -1.36 -1.12
N: -2.34 0.21 0.22
H: -4.91 -1.65 0.62
H: 0.79 2.71 -0.19
C: 4.23 -0.30 0.14
H: -4.17 0.96 -0.07
C: 0.47 -0.61 -0.04
C: 2.43 1.35 -0.02
H: 4.37 -0.03 1.26
C: -1.23 1.05 0.06
H: 3.23 2.05 0.10
H: 2.11 -2.07 -0.12
H: -3.45 -1.97 -0.26
H: 4.80 0.45 -0.53


--- Q ---
Computed, not measured: one molecule with the formula C10H12FN, with the ωB97M-V functional and the def2-TZVPD basis.

* frontier orbital gap: 8.7 eV
* SMILES: C=C(C)Nc1ccccc1CF
* LUMO level: 0.9 eV

Positions of all 24 atoms, in Å:
H: 2.11 0.99 -1.41
H: 1.08 1.80 0.21
H: 2.74 -2.46 0.34
C: 2.70 0.25 -0.84
H: 0.39 -1.64 0.41
C: -2.21 -1.60 -0.52
C: -0.94 2.55 0.24
C: -0.35 0.25 0.01
N: 0.65 -0.80 -0.03
H: 2.16 -1.64 1.84
H: 3.90 -1.38 0.97
H: -3.68 0.55 -0.12
H: -2.42 -1.84 -1.59
C: -2.29 2.14 0.08
H: -3.17 -1.89 0.09
F: -1.31 -2.56 -0.09
C: 2.81 -1.57 0.94
H: 3.80 0.52 -0.66
C: -2.63 0.81 -0.13
C: 0.06 1.62 0.29
H: -0.67 3.57 0.13
C: -1.68 -0.17 -0.17
C: 2.03 -0.46 0.05
H: -3.08 2.96 -0.06


--- R ---
Computed, not measured: a 2-piece molecular cluster, C10H12FN overall, with the ωB97M-V functional and the def2-TZVPD basis.

* frontier orbital gap: 10.2 eV
* SMILES: Fc1ccccc1.CCCC#N
* LUMO level: 0.6 eV

Positions of all 24 atoms, in Å:
H: -3.28 2.73 -0.39
H: -0.80 -2.26 0.93
H: -1.42 1.86 0.64
H: 2.02 -1.72 3.30
C: -2.39 2.62 -0.99
C: 0.00 -2.49 1.63
C: 2.37 -1.64 2.27
C: -0.30 1.41 -1.23
C: -1.31 1.95 -0.43
C: -0.34 1.57 -2.60
H: 0.53 0.89 -0.78
H: 0.33 -3.48 1.31
C: 3.13 -2.85 2.09
H: 3.02 -0.77 2.26
C: -2.36 2.81 -2.36
H: -1.49 2.34 -4.21
H: 0.42 1.15 -3.24
H: 0.78 -0.43 1.48
F: -3.57 3.18 -2.94
H: -0.30 -2.44 2.68
N: 3.74 -3.85 1.97
H: 1.49 -1.40 0.35
C: 1.11 -1.46 1.37
C: -1.37 2.28 -3.14


Most favorable structure: R. The second most favorable one is 115.9 kJ/mol above it.


--- P ---
Computed, not measured: one molecule with the formula C16H19N3O3, with the ωB97M-V functional and the def2-TZVPD basis.

* frontier orbital gap: 8.6 eV
* SMILES: O=C(O)[C@H](Cc1c[nH]c2ccccc12)NC(=O)[C@@H]1CCCN1
* LUMO level: 0.4 eV

Positions of all 41 atoms, in Å:
H: 2.16 -1.19 -1.49
H: 4.42 0.69 3.27
C: 2.58 3.13 1.83
N: 1.16 2.80 -0.24
H: -3.93 -1.95 -1.77
C: -1.78 -2.27 -1.46
H: -1.15 -1.20 0.10
C: 2.02 2.37 0.80
H: -2.81 2.03 -0.74
H: -4.63 0.22 -0.23
C: -3.02 -1.44 -1.28
H: -1.92 0.01 -2.56
C: 3.10 0.37 1.60
C: -2.58 0.86 -0.58
H: 0.81 -2.86 -1.15
H: -1.56 0.84 -0.16
N: -3.27 -1.29 0.12
C: 0.88 -2.30 0.92
C: -3.65 0.11 0.29
H: 2.34 -2.98 -0.08
H: 3.86 3.10 3.55
O: -1.56 -3.11 -2.36
O: 2.04 -2.97 0.85
C: 3.34 2.50 2.79
H: 0.83 -0.54 -2.05
C: -2.84 -0.01 -1.86
C: 1.50 0.53 -0.41
H: 3.22 -0.70 1.45
C: 3.67 1.14 2.61
C: 2.30 1.03 0.68
H: -3.70 0.28 1.39
C: 1.29 -0.75 -1.05
H: 0.97 3.67 -0.72
H: 0.45 1.70 -1.88
C: 0.58 -1.95 -0.46
N: -0.89 -1.89 -0.58
H: 2.37 4.20 1.84
O: 0.18 -2.21 1.94
C: 0.88 1.66 -0.91
H: -3.92 -1.93 0.42
H: -3.76 0.30 -2.45


--- Q ---
Computed, not measured: one molecule with the formula C16H19N3O3, with the ωB97M-V functional and the def2-TZVPD basis.

* frontier orbital gap: 8.1 eV
* SMILES: CC(=O)O/N=C/c1c(N2CCOCC2)n(C)c2ccccc12
* LUMO level: 0.7 eV

Positions of all 41 atoms, in Å:
C: -0.26 -0.49 0.57
C: 0.51 -2.70 -1.72
C: 0.71 1.28 1.60
N: -0.92 -1.26 -0.36
H: -1.75 -3.92 -1.52
N: 0.27 -0.94 1.75
H: -1.16 1.19 -1.34
H: -0.03 4.55 -4.55
C: -1.28 -3.69 -0.56
C: 1.96 1.41 4.06
H: 0.44 -3.18 -2.71
H: 1.56 -0.68 4.28
H: 0.23 -0.56 -1.96
H: 1.33 -2.40 2.76
H: 0.43 -2.98 1.35
N: -0.07 2.87 -0.82
H: 1.11 3.37 1.41
O: 0.12 -3.62 -0.71
H: -1.47 -4.51 0.14
H: -0.43 -2.58 2.87
C: 1.22 2.50 2.03
O: -0.57 3.54 -1.95
H: -1.20 -1.52 -2.39
C: 0.39 -2.30 2.21
C: -0.88 3.98 -4.21
H: 2.46 1.49 5.01
H: -1.29 3.43 -5.06
C: -0.46 1.67 -0.65
C: 1.84 2.55 3.26
H: -2.80 -2.14 -0.44
C: 0.84 0.13 2.41
C: -0.36 -1.43 -1.69
C: -0.42 3.00 -3.16
H: -1.62 4.65 -3.80
C: 1.46 0.19 3.65
O: 0.05 1.91 -3.38
H: 2.25 3.48 3.62
C: -1.81 -2.35 0.00
C: -0.01 0.87 0.43
H: 1.55 -2.47 -1.51
H: -1.93 -2.38 1.08


Most favorable structure: P. The second most favorable one is 27.2 kJ/mol above it.


--- P ---
Computed, not measured: one molecule with the formula C21H27N3O3S, with the ωB97M-V functional and the def2-TZVPD basis.

* frontier orbital gap: 8.1 eV
* SMILES: COc1cccc(N2CCN(c3ccc(S(=O)(=O)N4CCCC4)cc3)CC2)c1
* LUMO level: 0.5 eV

Positions of all 55 atoms, in Å:
N: -2.82 -0.96 -1.00
H: 5.29 1.68 2.75
H: -6.72 -2.89 0.30
H: 1.05 -2.12 0.13
H: -1.94 -0.63 1.50
C: 3.55 -0.10 -0.86
H: -0.50 -1.65 1.38
H: -4.30 1.27 -0.70
C: 0.84 0.02 -0.15
H: 1.06 2.13 -0.54
H: 7.01 1.62 1.14
N: 6.19 0.05 0.08
H: -2.82 0.82 -2.08
H: 4.02 -0.81 1.93
S: 5.28 -0.18 -1.31
C: -6.27 2.78 -0.35
O: -6.89 1.56 -0.03
C: -4.82 0.35 -0.49
C: 5.01 -0.39 2.11
C: -1.40 0.99 -0.43
H: -2.12 1.37 0.30
H: 3.41 -2.19 -0.50
H: 7.01 -1.10 1.59
H: -0.88 1.84 -0.88
H: -7.05 3.54 -0.23
C: 6.03 -0.96 1.11
O: 5.57 0.93 -2.17
H: -1.37 -0.18 -2.23
H: 5.30 -0.64 3.13
C: -1.18 -1.02 0.81
C: -4.86 -2.04 -0.28
C: -2.13 0.19 -1.53
C: 2.88 -1.25 -0.48
H: -7.88 -0.71 0.45
H: -4.38 -3.00 -0.38
C: 2.88 1.11 -0.89
C: 5.01 1.12 1.86
H: -5.44 3.00 0.33
H: 3.41 1.99 -1.20
H: 4.02 1.46 1.55
H: -1.17 -2.21 -1.00
C: -6.85 -0.77 0.17
H: -5.91 2.80 -1.38
C: -6.16 0.40 -0.13
C: -4.15 -0.87 -0.57
N: -0.47 0.12 0.26
C: -6.18 -1.98 0.09
O: 5.56 -1.51 -1.76
C: -1.90 -1.82 -0.29
H: -2.43 -2.66 0.16
C: 6.03 1.33 0.73
H: 5.73 -1.89 0.64
C: 1.55 1.17 -0.53
H: 5.73 2.07 -0.01
C: 1.55 -1.20 -0.13


--- Q ---
Computed, not measured: C21H27N3O3S as an isolated structure, with the ωB97M-V functional and the def2-TZVPD basis.

* frontier orbital gap: 8.8 eV
* LUMO level: 0.3 eV

Positions of all 55 atoms, in Å:
H: 2.42 -0.78 -0.88
C: -1.78 2.59 -1.35
H: -2.46 -3.73 1.27
H: -0.08 -0.95 -2.26
N: -3.98 -0.95 0.97
H: -3.36 -0.80 1.90
H: -2.84 -3.03 -1.22
C: 3.97 0.65 0.53
H: 1.39 4.04 -0.35
C: 4.79 1.25 1.43
H: -1.80 -2.01 1.73
S: -4.38 0.75 0.74
H: 2.14 1.62 0.50
C: 0.18 -2.18 -0.34
H: -1.59 -0.29 -0.48
H: -2.36 -0.96 -1.90
H: 0.07 -3.82 1.15
C: -2.91 1.46 0.05
H: -4.76 -1.34 -0.68
C: -1.93 -1.26 -1.04
H: 7.73 0.25 0.22
C: 0.72 -0.99 0.45
C: -4.05 -1.83 -0.03
H: 0.39 4.47 -1.57
C: -1.87 1.85 1.09
H: -0.71 -4.15 -0.47
H: 2.07 0.62 1.69
O: 0.10 -0.72 1.59
C: -0.50 2.95 -0.63
H: -4.66 -2.70 0.64
C: 0.64 3.67 -1.01
H: -2.01 1.60 2.09
H: -0.67 -2.66 -2.31
H: 6.77 1.54 1.93
N: 1.78 -0.26 -0.35
H: 1.36 -2.78 -0.93
C: -0.62 2.63 0.67
C: -0.60 -1.69 -1.53
H: 4.32 1.75 2.12
H: -3.71 1.89 -1.87
O: -5.42 0.96 -0.32
C: 5.75 -0.52 -0.41
C: 2.44 0.44 0.63
C: 6.64 0.31 0.26
N: 4.33 -0.37 -0.26
H: -1.62 3.07 -2.66
C: -0.59 -3.23 0.36
C: -1.75 -2.94 0.91
C: -2.89 1.97 -1.05
H: 6.07 -1.16 -1.43
C: -2.64 -2.47 -0.35
H: 1.29 2.95 -1.62
C: 6.10 1.04 1.15
O: -4.91 1.48 1.90
H: 0.04 2.77 1.35


Most favorable structure: P. The second most favorable one is 1446.4 kJ/mol above it.


--- P ---
Computed, not measured: a 2-piece molecular cluster, C6H16 overall, with the ωB97M-V functional and the def2-TZVPD basis.

* <S²>: 0.750
* frontier orbital gap (alpha / beta): 2.6 / 11.2 eV
* spin multiplicity: 2
* total charge: -1
* LUMO level (alpha / beta): 4.1 / 4.3 eV

Positions of all 22 atoms, in Å:
C: -0.97 -1.23 -2.24
H: -0.61 0.68 -1.24
H: -0.48 0.14 2.75
H: -1.46 0.78 -2.81
H: 2.07 0.96 1.45
H: 0.97 0.23 3.86
H: -1.18 -2.19 -0.34
C: -0.34 -2.11 -1.03
H: -0.02 -3.10 -1.31
H: 1.07 -0.83 2.61
C: 0.19 1.71 0.67
H: 0.89 2.42 0.24
H: 1.27 2.17 2.42
H: 0.65 -1.62 -0.64
C: 0.64 0.15 2.84
H: 0.08 0.90 -0.08
H: 0.31 0.51 -2.50
C: 1.11 1.25 1.84
H: -2.08 -1.33 -2.19
H: -0.65 -1.85 -3.06
C: -0.70 0.22 -2.21
H: -0.75 2.16 0.98


--- Q ---
Computed, not measured: a 2-piece molecular cluster, C6H16 overall, with the ωB97M-V functional and the def2-TZVPD basis.

* <S²>: 0.750
* frontier orbital gap (alpha / beta): 2.6 / 11.4 eV
* spin multiplicity: 2
* total charge: -1
* LUMO level (alpha / beta): 4.0 / 4.1 eV

Positions of all 22 atoms, in Å:
H: 3.87 0.27 0.16
H: -0.07 -0.18 -0.87
H: 1.15 0.79 1.73
C: -1.25 0.06 0.83
H: -0.65 0.96 0.90
C: -1.14 -0.29 -0.62
C: -1.46 -1.78 -0.96
C: -2.01 0.47 -1.63
H: 1.93 2.11 1.16
H: -3.08 0.32 -1.52
H: -1.79 0.25 -2.69
H: -1.91 1.55 -1.47
H: -2.23 0.27 1.23
H: -0.74 -2.17 -1.70
C: 3.31 0.36 1.12
H: 3.17 -0.74 1.24
H: 1.44 0.72 0.13
H: -2.48 -1.96 -1.30
H: -1.27 -2.36 -0.07
H: -0.74 -0.62 1.53
C: 1.98 1.04 1.04
H: 3.96 0.94 1.78


Most favorable structure: Q. The second most favorable one is 66.3 kJ/mol above it.


--- P ---
Computed, not measured: one molecule with the formula C5H7P, with the ωB97M-V functional and the def2-TZVPD basis.

* frontier orbital gap: 9.2 eV
* LUMO level: -0.5 eV

Positions of all 13 atoms, in Å:
H: -1.55 -0.65 -0.86
H: -2.11 1.05 0.93
H: 3.06 0.36 -0.56
H: -0.35 -1.34 0.39
C: 0.07 2.90 -0.12
P: 2.03 -0.16 0.32
H: 0.57 0.52 -1.62
C: -0.70 -0.46 0.00
C: 0.53 0.45 -0.55
C: -0.98 0.72 0.98
C: -0.10 1.66 0.16
H: -0.55 0.51 1.97
H: 2.20 -1.30 -0.38


--- Q ---
Computed, not measured: one molecule with the formula C5H7P, with the ωB97M-V functional and the def2-TZVPD basis.

* frontier orbital gap (alpha / beta): 7.1 / 8.0 eV
* LUMO level (alpha / beta): -0.6 / -0.5 eV

Positions of all 13 atoms, in Å:
C: -1.99 -0.14 0.51
H: -1.43 -1.67 2.45
H: 0.41 -1.10 2.98
C: 0.22 0.29 -0.23
H: 2.42 0.49 -0.64
H: -2.29 0.77 0.06
C: -0.71 -0.30 0.71
P: -0.14 -1.64 1.82
C: 1.45 0.02 -1.06
C: 0.37 1.06 -1.45
H: 0.43 2.14 -1.42
H: -0.35 1.03 -2.31
H: 1.61 -0.96 -1.43


Most favorable structure: P. The second most favorable one is 97.5 kJ/mol above it.


--- P ---
Computed, not measured: C5H2N2O as an isolated structure, with the ωB97M-V functional and the def2-TZVPD basis.

* frontier orbital gap: 8.8 eV
* LUMO level: -1.9 eV

Positions of all 10 atoms, in Å:
N: -0.92 -1.34 0.25
C: -1.97 -0.30 -0.08
H: 0.40 1.75 0.44
C: 0.01 -0.37 0.14
C: 1.40 -0.51 -0.01
O: -3.08 -0.75 -0.26
C: -0.46 1.14 0.12
N: -1.71 1.15 -0.12
C: 2.61 -0.25 -0.35
H: 3.71 -0.54 -0.13


--- Q ---
Computed, not measured: one molecule with the formula C5H2N2O, with the ωB97M-V functional and the def2-TZVPD basis.

* frontier orbital gap: 9.0 eV
* SMILES: N#CC1=NC(=O)C=C1
* LUMO level: -1.9 eV

Positions of all 10 atoms, in Å:
H: -0.56 2.32 -0.09
O: 2.55 -0.86 -0.05
N: 0.23 -1.00 -0.04
C: -0.12 1.33 0.03
C: 1.55 -0.26 0.02
C: 1.24 1.28 -0.03
C: -0.70 -0.14 0.23
N: -3.25 -0.18 -0.15
C: -2.10 -0.42 0.08
H: 2.11 2.05 -0.08


Most favorable structure: Q. The second most favorable one is 221.2 kJ/mol above it.